Entry 1:
Below is a 3-piece molecular cluster, C33H57NO12P2 overall, with properties calculated with ωB97M-V/def2-TZVPD.

## Properties
Lowest unoccupied orbital energy = -0.4 eV
SMILES = CC(=O)OCc1cccc2c1C(=O)N(CC[C@H](C)CCC=C(C)C)C2=O.CCOP(=O)(OCC)OCC.CCOP(=O)(OCC)OCC
Multiplicity = 1
Molar mass = 721.762 g/mol
Frontier orbital gap = 7.874 eV

Element x y z (Å)
C: 3.6575 -2.0427 2.3959
C: 4.4984 -1.5808 1.2355
O: 5.6992 -1.6054 1.2993
O: 3.8789 -1.1664 0.0836
C: 3.4840 0.2164 0.0168
C: 3.8415 1.0577 1.2165
C: 5.1264 1.5407 1.4421
C: 5.4255 2.3244 2.5490
C: 4.4529 2.6637 3.4760
C: 3.1812 2.1908 3.2524
C: 2.8754 1.4203 2.1418
C: 1.4102 1.1196 2.2002
O: 0.7065 0.5016 1.4438
N: 0.9038 1.7583 3.3535
C: -0.1762 1.0844 4.0881
C: -1.5283 1.6623 3.6680
C: -2.7452 1.0192 4.3552
C: -2.5416 -0.4517 4.7228
C: -4.0028 1.1825 3.4963
C: -5.2849 0.7564 4.2490
C: -6.4949 1.4887 3.7395
C: -7.3464 0.9713 2.8387
C: -7.6501 -0.4944 2.7231
C: -8.0218 1.9339 1.8767
C: 1.9389 2.3639 4.0669
O: 1.8783 2.8986 5.1437
H: 4.2246 -2.7857 2.9474
H: 2.6627 -2.3718 2.1064
H: 3.5442 -1.1774 3.0560
H: 3.8813 0.6900 -0.8828
H: 2.4009 0.2320 -0.0897
H: 5.9127 1.2777 0.7451
H: 6.4472 2.6496 2.6906
H: 4.6680 3.2653 4.3482
H: -0.1252 0.0276 3.8248
H: -0.0374 1.1674 5.1645
H: -1.4854 2.7274 3.9094
H: -1.6242 1.5919 2.5819
H: -2.9466 1.5988 5.2641
H: -1.7462 -0.5613 5.4636
H: -3.4304 -0.9085 5.1490
H: -2.2061 -0.9871 3.8304
H: -3.9324 0.5572 2.5997
H: -4.1340 2.2174 3.1694
H: -5.1304 0.9807 5.3119
H: -5.3931 -0.3239 4.1601
H: -6.6772 2.4738 4.1599
H: -8.7209 -0.7031 2.7603
H: -7.3106 -0.8579 1.7451
H: -7.1823 -1.0907 3.5014
H: -7.5549 1.7832 0.9013
H: -9.0834 1.6838 1.8146
H: -7.8288 2.9546 2.1968
C: 10.8509 3.9096 -1.6848
C: 10.2274 2.8688 -0.7727
O: 9.2035 2.1172 -1.4345
P: 9.6250 0.9045 -2.4030
O: 10.2782 -0.1501 -1.6085
O: 8.1492 0.3110 -2.7256
C: 7.8631 -1.0876 -2.6197
C: 7.1186 -1.3775 -1.3359
O: 9.7024 1.7373 -3.7778
C: 10.4111 1.1674 -4.9049
C: 9.6104 0.0745 -5.5845
H: 11.4156 3.4398 -2.4917
H: 11.5298 4.5516 -1.1223
H: 10.0790 4.5266 -2.1444
H: 10.9892 2.1918 -0.3765
H: 9.7484 3.3575 0.0749
H: 8.7747 -1.6822 -2.6879
H: 7.2410 -1.3464 -3.4801
H: 7.6922 -1.0505 -0.4700
H: 6.9099 -2.4424 -1.2316
H: 6.1731 -0.8369 -1.3156
H: 11.3834 0.7910 -4.5795
H: 10.5910 1.9879 -5.5972
H: 9.5500 -0.8181 -4.9596
H: 10.0798 -0.2081 -6.5271
H: 8.5915 0.4082 -5.7771
C: -5.7879 0.5362 -2.5309
C: -6.3755 -0.3651 -1.4596
O: -7.5289 -1.0671 -1.9368
P: -7.3319 -2.3816 -2.8359
O: -6.6834 -3.4335 -2.0333
O: -8.8844 -2.8566 -2.9356
C: -9.2670 -4.2068 -2.6755
C: -9.8723 -4.3336 -1.2942
O: -7.3510 -1.6723 -4.2786
C: -6.8342 -2.3921 -5.4245
C: -7.7998 -3.4549 -5.9097
H: -5.3669 -0.0483 -3.3504
H: -4.9955 1.1587 -2.1135
H: -6.5593 1.1796 -2.9536
H: -5.6214 -1.0688 -1.0962
H: -6.7030 0.2333 -0.6106
H: -8.4212 -4.8847 -2.7934
H: -10.0082 -4.4754 -3.4319
H: -9.1724 -3.9937 -0.5307
H: -10.1468 -5.3684 -1.0837
H: -10.7649 -3.7116 -1.2149
H: -5.8646 -2.8312 -5.1798
H: -6.6714 -1.6484 -6.2022
H: -7.8584 -4.2868 -5.2057
H: -7.4733 -3.8524 -6.8709
H: -8.8030 -3.0433 -6.0139

Forces on the atoms, in the same order (eV/Å):
C -0.2 0.4 -0.2
C 1.0 -0.3 0.1
O -0.5 0.0 0.0
O 0.0 0.1 0.3
C -0.7 0.4 -0.1
C -0.2 0.0 -0.1
C 0.1 -0.1 -0.1
C 0.3 -0.1 -0.1
C -0.1 0.1 0.2
C -0.3 0.0 -0.3
C -0.1 0.0 0.1
C -0.3 0.4 0.0
O 0.2 -0.3 0.0
N 0.5 -0.7 0.8
C -0.9 0.1 -0.7
C 0.1 -0.1 0.2
C -0.4 0.3 0.0
C 0.6 0.3 0.0
C -0.4 -0.2 0.1
C -0.1 0.1 0.8
C 0.1 -1.0 0.1
C -0.1 0.9 0.4
C 0.7 -0.1 -1.0
C -0.3 -1.0 0.9
C 0.8 0.3 0.0
O -0.4 -0.2 0.0
H -0.1 -0.2 0.0
H 0.1 -0.1 0.0
H 0.0 0.0 0.0
H 0.4 -0.4 0.0
H 0.0 -0.1 0.0
H 0.0 0.0 0.0
H 0.0 0.1 0.0
H 0.0 0.0 0.0
H 0.0 0.0 0.0
H 0.3 0.3 0.0
H -0.2 0.0 -0.1
H 0.1 -0.1 0.0
H 0.1 -0.2 0.1
H 0.0 0.0 0.0
H -0.1 0.0 -0.2
H -0.3 -0.2 0.0
H 0.1 0.2 -0.1
H 0.2 0.0 0.0
H 0.0 -0.1 0.0
H -0.1 0.0 0.0
H 0.5 0.5 -0.8
H -0.1 0.3 0.0
H -0.1 -0.3 0.1
H 0.1 0.0 0.0
H -0.1 0.1 -0.1
H -0.1 0.4 -0.3
H -0.2 0.1 -0.1
C 0.0 -0.1 -0.1
C 0.2 0.2 0.1
O 0.5 0.0 -0.4
P -5.3 0.0 1.6
O 2.2 0.5 -1.4
O 0.4 0.1 -0.3
C -0.2 -0.2 0.2
C 0.1 0.2 0.0
O 2.4 -0.6 0.3
C 0.0 -0.1 -0.3
C -0.1 -0.1 0.2
H 0.0 0.0 0.0
H 0.0 0.0 0.0
H 0.0 0.0 0.1
H -0.1 0.0 0.0
H -0.1 -0.1 0.0
H 0.1 0.1 0.1
H 0.0 0.1 0.0
H 0.1 -0.1 0.0
H 0.0 0.0 0.0
H 0.0 -0.1 0.0
H 0.0 0.0 0.0
H -0.1 0.1 0.1
H 0.0 0.0 0.0
H 0.0 0.0 0.0
H 0.0 0.1 -0.1
C 0.0 -0.1 -0.1
C 0.3 0.3 -0.1
O 0.4 -0.1 -0.4
P -5.0 0.6 2.1
O 2.1 0.2 -1.7
O 0.3 0.0 -0.3
C -0.2 -0.1 0.2
C 0.0 0.1 0.1
O 2.3 -0.9 0.1
C -0.1 -0.1 -0.3
C -0.1 -0.1 0.2
H 0.0 0.0 0.0
H 0.0 0.0 0.0
H 0.0 0.0 0.1
H -0.1 -0.1 0.0
H -0.1 -0.1 0.0
H 0.1 0.1 0.1
H 0.0 0.1 0.0
H 0.1 -0.1 0.0
H 0.0 0.0 0.0
H 0.0 0.0 0.0
H 0.0 0.0 0.0
H 0.0 0.1 0.1
H 0.0 0.0 0.0
H 0.0 0.0 0.0
H 0.0 0.1 -0.1

Atomic partial charges in e from the Löwdin method, atoms 1 to 5: 0.04, -0.51, 0.12, -0.01, -0.09


Entry 2:
Below is a 14-piece molecular cluster, C6H43N2O13 overall, with properties calculated with ωB97M-V/def2-TZVPD.

## Properties
Lowest unoccupied orbital energy = -2.1 eV
ΔE to the lowest compared entry with this formula, charge and spin = 73.4 kcal/mol
Multiplicity = 1
Molar mass = 351.411 g/mol
Frontier orbital gap = 9.573 eV
Charge = +1

Element x y z (Å)
C: -1.3505 0.4880 0.5690
N: -0.2192 -0.3686 0.1376
C: 0.3975 -1.2234 1.2034
C: 1.6629 -1.8773 0.6698
C: -0.7234 -2.2707 1.4954
C: -1.1034 2.0216 0.4747
N: -0.5738 2.4735 -0.8688
C: -1.5768 2.7515 -1.9006
H: -2.1453 0.2446 -0.1524
H: -1.7107 0.1385 1.5284
H: -0.5920 -0.9604 -0.5917
H: 0.5950 -0.5921 2.0697
H: 1.7689 -2.8922 1.0434
H: 1.6311 -1.7413 -0.4216
H: 2.6140 -1.4529 1.0425
H: -1.5021 -1.7733 2.0572
H: -1.0805 -2.6424 0.5521
H: -0.2723 -3.0666 2.1015
H: -2.0716 2.4712 0.6902
H: -0.4305 2.3196 1.2761
H: 0.2297 3.1064 -0.6557
H: -0.0836 1.6056 -1.1471
H: -1.0907 3.2866 -2.7265
H: -2.4104 3.3852 -1.5892
H: -1.9196 1.8377 -2.3521
H: -3.2795 -3.6417 -0.2562
H: -3.0990 -3.8956 1.3506
O: -3.3604 -3.3222 0.6386
H: 1.6879 1.8688 -2.7438
H: 1.5259 1.5502 -4.2108
O: 1.1650 2.1154 -3.5182
H: -3.8458 -1.5321 -3.5713
H: -2.6344 -0.7652 -3.1281
O: -3.4688 -1.1192 -2.7863
H: 1.8951 0.5994 -0.4053
H: 3.4104 0.6392 -0.9702
O: 2.4902 0.8128 -1.1318
H: -2.8271 -0.3263 3.8351
H: -3.7528 0.7603 3.5854
O: -2.8106 0.5774 3.5065
H: 2.4409 3.9708 -1.3087
H: 2.1115 3.9143 0.1602
O: 1.6928 4.0197 -0.7018
H: 3.8087 -2.1804 3.2541
H: 4.4940 -0.8566 2.9377
O: 3.6300 -1.2848 2.9483
H: -2.4789 -4.0623 -2.6349
H: -2.5267 -2.8698 -1.7296
O: -1.9915 -3.6632 -1.9019
H: 2.7448 0.4904 2.6685
H: 1.5463 1.6300 2.7042
O: 2.3315 1.2698 2.3017
H: -0.6033 -1.0927 -3.0495
H: 0.1447 0.2339 -2.6595
O: -0.7060 -0.1315 -2.9116
H: 1.2174 -2.8351 -3.5610
H: -0.0981 -3.1448 -2.7812
O: 0.6030 -2.4904 -2.9102
H: -0.2059 1.0225 5.1337
H: -0.7416 1.0617 3.7898
O: 0.0999 0.8588 4.2305
H: 4.4340 1.8636 0.0703
H: 3.0624 2.1538 0.8341
O: 3.8514 2.5322 0.4173

Forces on the atoms, in the same order (eV/Å):
C 0.3 -0.7 -1.7
N 0.8 1.7 0.2
C -1.6 -0.3 -0.5
C 0.7 0.7 0.0
C 2.1 0.6 1.0
C -0.8 -1.0 0.9
N 0.3 -2.1 1.9
C 0.1 1.4 -1.4
H -0.1 0.3 0.3
H -0.1 0.7 0.3
H 0.4 -0.2 -0.1
H -0.1 -0.1 0.0
H -0.4 -0.4 -0.6
H 0.2 -0.8 0.2
H -0.8 0.4 -0.3
H -0.4 -0.2 0.0
H -0.2 -0.4 -0.1
H -0.5 -0.1 -0.1
H 0.1 0.4 -0.2
H 0.3 0.2 -0.3
H -0.4 0.7 -1.1
H 0.0 0.2 -0.2
H 0.1 -0.1 0.3
H 0.3 -0.3 0.5
H -0.2 -0.5 0.3
H 0.4 -1.1 0.4
H 0.3 -0.8 -0.4
O -1.0 1.7 0.3
H 0.3 0.0 0.2
H -0.1 0.1 -0.1
O 0.0 -0.2 0.2
H -0.3 0.0 0.1
H 0.0 0.3 0.3
O 0.4 -0.3 -0.3
H 0.3 -0.5 0.4
H 0.0 -0.3 0.5
O -1.1 0.3 -1.5
H 0.6 -0.3 0.0
H -0.1 0.6 -0.2
O -0.4 -0.3 0.2
H -0.1 -0.1 -0.1
H 0.3 0.1 -0.1
O -0.2 0.1 0.3
H -0.1 0.0 0.1
H 0.1 -0.1 0.1
O 0.4 0.2 0.1
H 0.2 -0.2 0.0
H 0.3 0.3 -0.3
O -0.4 0.2 -0.2
H -0.7 -0.4 0.8
H -0.1 -0.8 1.1
O 0.4 1.1 -1.9
H 0.9 0.5 0.2
H 0.3 -0.3 -0.3
O -1.2 -0.1 -0.1
H 0.0 -0.2 -0.1
H 0.1 -0.2 0.1
O -0.2 0.0 0.1
H 0.6 -0.1 0.2
H 0.1 -0.2 -0.3
O -0.9 0.4 0.1
H 0.0 -0.3 0.2
H 0.7 -0.7 0.2
O 0.2 1.5 0.1

Atomic partial charges in e from the Löwdin method, atoms 1 to 5: -0.17, -0.04, -0.39, -0.06, -0.05


| no. | F_max (eV/A) | E_HOMO (eV) |
| --- | --- | --- |
| 1 | 5.53 | -8.307 |
| 2 | 2.87 | -11.699 |